Record 1
A structure of composition AgBrClI3O4Sn2 in a non-equilibrium geometry, computed with ωB97M-V/def2-TZVPD.

```
12
Properties=species:S:1:pos:R:3:forces:R:3
Sn 9.77407 4.89975 4.16758 -0.5522 -0.2270 -0.7635
Sn 9.55808 8.78354 6.64617 -0.4415 0.6963 0.5346
Ag 5.57828 6.20346 5.84913 0.1684 -1.3064 -0.9246
I 4.54800 4.01498 4.29120 0.3788 0.7377 0.5555
I 3.84100 7.69190 6.79744 -0.5243 0.5516 0.3402
I 11.44386 7.02458 5.57631 0.1597 -0.2125 -0.4626
Br 8.03977 5.66351 2.49722 0.7461 0.0154 0.8175
Cl 8.81796 11.31681 5.32242 0.4535 -6.3479 8.6967
O 9.11865 9.76739 4.89802 -0.3968 0.7680 0.0968
O 7.61832 11.30012 6.08112 0.6516 -1.1127 1.4870
O 10.01901 11.64105 5.99448 0.4740 -0.2383 1.3934
O 8.61551 12.03168 4.28611 -1.1172 6.6758 -11.7709
```
Forces are in eV/Å.

The multiplicity is 2. As for the energy: -4803.2895 Ha. Its HOMO energy (spin up / spin down) is -0.441 / -0.423 Eh. Its expectation value of S² is 0.765. Its charge is +1.

natural (NBO) atomic charge list, values in e, 2 entries:
1. Sn 1.1919
2. Sn 1.3861

Record 2
A structure of composition AgCl in a non-equilibrium geometry, computed with ωB97M-V/def2-TZVPD.

```
2
Properties=species:S:1:pos:R:3:forces:R:3
Ag 0.48110 -1.47550 -0.66589 0.5002 -1.4628 1.0558
Cl 1.18835 -3.54288 0.82574 -0.5002 1.4628 -1.0558
```
Forces are in eV/Å.

The energy above the lowest of the compared OMol25 structures with the same formula, charge and spin comes out at 6.8 kJ/mol. As for the energy: -607.1326 Ha. Its HOMO energy is -0.345 Eh. Its charge is 0.

Charges computed using natural (NBO), reported in e:
1. Ag 0.8082
2. Cl -0.8082